Here is a single C5H10N2 molecule from the OMol25 dataset. Energies are from ωB97M-V/def2-TZVPD.

As for the HOMO energy: -6.801 eV. The electronic energy comes out at -305.8974 a.u. The largest force on an atom is 2.2 eV/Å. The calculation puts the energy relative to the best compared isomer or geometry (same formula, charge and spin) at 332.12 kJ/mol.

```
! RIJCOSX wB97M-V def2-TZVPD def2/J DEFGRID3
* xyz 0 1
C 1.67782 -0.14044 -1.13683
N -0.83338 -1.09276 -0.67155
C -1.42448 -0.02374 -0.18347
C 0.97449 -0.09724 0.18081
N -0.21216 0.88014 0.18201
C -2.61713 0.39690 0.26067
C 1.53526 -0.39177 1.35949
H -1.41407 -1.91240 -0.78282
H -0.36277 1.27132 1.10988
H -0.12057 1.60939 -0.52528
H 0.91843 -0.32733 -1.90226
H 2.19727 0.79383 -1.34982
H 2.38096 -0.96995 -1.16747
H -3.49681 -0.20405 0.10113
H -2.73465 1.30744 0.83242
H 2.53165 -0.79662 1.40150
H 1.00016 -0.30271 2.29158
*
```

=====

Here is a molecular structure, C3H4GdLiO4 from the OMol25 dataset. Energies are from ωB97M-V/def2-TZVPD.

As for the HOMO energy (spin up / spin down): -13.627 / -13.627 eV. The electronic energy comes out at -1190.1638 a.u. The largest force on an atom is 3.3 eV/Å. The calculation puts the energy relative to the best compared isomer or geometry (same formula, charge and spin) at 351.86 kJ/mol.

```
! RIJCOSX wB97M-V def2-TZVPD def2/J DEFGRID3
* xyz 2 8
H -3.72022 0.75634 2.59769
C -2.98135 0.04912 2.20896
C -3.05079 -1.36866 2.52670
O -3.49275 -0.86397 1.25843
H -2.12509 -1.94932 2.49196
H -3.83972 -1.75044 3.17817
O -1.75739 0.59397 1.91742
H -1.78866 1.57931 1.95285
O -2.58750 4.22220 -1.12618
C -1.91230 3.90305 -0.22801
Li -3.36130 5.35190 -2.51895
Gd -4.69211 7.62598 -4.96567
O -1.19423 3.88506 0.67983
*
```

=====

Here is 11 unconnected molecules or ions with the total composition C50H84F18O27 from the OMol25 dataset. Energies are from ωB97M-V/def2-TZVPD.

As for the HOMO energy: -9.619 eV. Its SMILES is CCOC(=O)C(F)(F)F.CCOC(=O)C(F)(F)F.CCOC(=O)C(F)(F)F.CCOC(=O)C(F)(F)F.CCOC(=O)C(F)(F)F.CCOC(=O)C(F)(F)F.C[C@H]1COC(=O)O1.C[C@H]1COC(=O)O1.COCCOCCOC.COCCOCCOC.COCCOCCOC. The electronic energy comes out at -5784.6416 a.u. The largest force on an atom is 1.4 eV/Å.

```
! RIJCOSX wB97M-V def2-TZVPD def2/J DEFGRID3
* xyz 0 1
C -5.38901 -3.68407 -0.03081
O -5.39667 -3.09879 -1.31651
C -5.12128 -3.96022 -2.39469
C -3.66674 -3.91587 -2.80588
O -2.89972 -4.38597 -1.71611
C -1.49138 -4.19240 -1.83735
C -0.83291 -5.01706 -2.90649
O -0.88115 -4.32265 -4.12935
C -0.48091 -5.11392 -5.22654
H -5.30169 -2.85723 0.67884
H -4.51236 -4.30558 0.16160
H -6.33293 -4.21053 0.13333
H -5.75567 -3.69889 -3.24708
H -5.38551 -4.99504 -2.13973
H -3.36136 -2.90077 -3.06756
H -3.49787 -4.53977 -3.69401
H -1.12392 -4.37388 -0.83348
H -1.37714 -3.13344 -2.10841
H -1.32055 -5.99328 -3.02800
H 0.21817 -5.19696 -2.63921
H -1.19400 -5.92589 -5.40461
H 0.52634 -5.49987 -5.02817
H -0.42690 -4.49799 -6.12158
C 0.48826 2.13553 1.95560
O 0.27168 2.21719 0.56219
C -0.70469 3.18784 0.26591
C -0.88461 3.35333 -1.20233
O 0.32335 3.80021 -1.77936
C 0.30536 4.19227 -3.13753
C 0.11711 3.05100 -4.10983
O -1.12644 2.37862 -4.00218
C -2.17361 3.04020 -4.66053
H 1.11495 1.27335 2.17340
H -0.47751 2.00630 2.46554
H 0.92139 3.06475 2.34062
H -0.40435 4.17032 0.66686
H -1.64494 2.92097 0.76591
H -1.68126 4.09109 -1.35939
H -1.21186 2.41676 -1.66308
H 1.28345 4.65792 -3.26611
H -0.42687 4.99567 -3.32039
H 0.88003 2.29645 -3.90464
H 0.27900 3.41303 -5.13406
H -3.10821 2.49344 -4.49897
H -2.04660 3.06187 -5.74932
H -2.38401 4.03660 -4.25866
C -3.16496 6.65623 -1.66855
O -4.23050 6.14415 -2.42548
C -4.48621 4.78279 -2.30350
C -5.21259 4.38887 -1.03864
O -4.40156 4.55712 0.10707
C -5.06097 4.22341 1.30734
C -5.23268 2.74803 1.55114
O -4.00198 2.08461 1.45472
C -4.06432 0.72432 1.83912
H -3.09056 7.71894 -1.87918
H -2.21423 6.18848 -1.96433
H -3.26848 6.47514 -0.59810
H -3.60303 4.12662 -2.35280
H -5.11772 4.43353 -3.12449
H -5.58335 3.35561 -1.12148
H -6.14603 4.96670 -0.92224
H -6.02146 4.75318 1.34475
H -4.43300 4.64087 2.09859
H -5.95026 2.30582 0.83762
H -5.70570 2.56303 2.52920
H -3.08933 0.27908 1.65819
H -4.78463 0.20168 1.19642
H -4.36179 0.64660 2.88893
C 6.89198 -2.81858 8.87678
C 6.27944 -3.97322 8.10677
O 5.53193 -3.47170 6.99212
C 6.21947 -3.23080 5.89490
O 7.40385 -3.32752 5.77471
C 5.33542 -2.73350 4.73422
F 5.51146 -3.49658 3.66575
F 4.03801 -2.68904 5.05620
F 5.72024 -1.47890 4.42729
H 7.56020 -2.24416 8.23884
H 7.42091 -3.14455 9.77113
H 6.08110 -2.16657 9.21080
H 5.56173 -4.52356 8.71248
H 7.03471 -4.69878 7.80320
C 4.58927 -6.03111 -1.63573
C 4.00235 -4.98760 -0.71418
O 4.72176 -3.74769 -0.90323
C 5.70050 -3.47314 -0.06676
O 5.98931 -4.08391 0.92198
C 6.53287 -2.24136 -0.48189
F 6.11032 -1.69740 -1.62135
F 6.45759 -1.32660 0.48655
F 7.80616 -2.59716 -0.64179
H 5.59049 -6.31621 -1.31299
H 4.65336 -5.67960 -2.66439
H 3.95152 -6.91751 -1.61527
H 4.09615 -5.26663 0.33420
H 2.95709 -4.77447 -0.91990
C 6.54657 0.51941 7.30389
C 5.80367 1.73807 6.84241
O 5.11114 1.43994 5.63182
C 4.65649 2.42527 4.90479
O 4.57729 3.58260 5.19114
C 4.22717 1.91217 3.51325
F 5.29076 1.62584 2.75568
F 3.50528 0.79196 3.63946
F 3.49871 2.81687 2.87012
H 7.32948 0.25534 6.59117
H 5.88931 -0.33078 7.47083
H 7.05393 0.76784 8.23729
H 6.43490 2.61928 6.72038
H 5.08442 2.02903 7.61530
C -5.81691 2.07697 -5.87517
C -5.95348 0.63974 -5.42492
O -4.92204 0.30765 -4.47467
C -5.14410 0.64661 -3.22567
O -6.10403 1.22658 -2.81040
C -3.96665 0.23934 -2.31053
F -3.06645 -0.50296 -2.95196
F -3.39044 1.36926 -1.87403
F -4.41304 -0.44368 -1.26422
H -6.67476 2.29231 -6.52118
H -4.91473 2.21439 -6.46411
H -5.89935 2.79262 -5.05878
H -5.80069 0.01592 -6.30606
H -6.91124 0.33039 -5.00977
C -2.40424 3.56868 3.98452
C -2.80212 2.44300 4.92302
O -1.99854 1.27343 4.75154
C -0.95742 1.11873 5.52440
O -0.65995 1.78094 6.46855
C -0.25182 -0.22099 5.20760
F 1.07108 -0.11120 5.24745
F -0.62767 -1.07507 6.18701
F -0.61699 -0.75219 4.04204
H -1.39098 3.91237 4.19447
H -3.10125 4.39849 4.11820
H -2.51931 3.26445 2.94553
H -3.80764 2.13163 4.64242
H -2.77252 2.78479 5.95606
C -1.09347 -1.01963 -0.13617
C -0.94828 -1.98303 1.02537
O 0.31519 -1.90748 1.66475
C 1.35496 -2.51010 1.13944
O 1.36688 -3.15806 0.12819
C 2.64656 -2.14463 1.89134
F 3.29801 -3.25627 2.24661
F 3.47793 -1.44630 1.11475
F 2.39588 -1.43762 2.98207
H -2.12647 -1.13558 -0.46583
H -0.40519 -1.26932 -0.94364
H -0.93480 0.02328 0.14130
H -1.14561 -3.01602 0.73925
H -1.72988 -1.74326 1.74528
C -2.33653 -1.54075 -5.83457
C -1.44237 -0.38165 -5.49000
C -0.34206 -0.62328 -4.43415
O 0.83615 -0.09530 -5.02740
C 0.62008 0.18294 -6.32845
O 1.42428 0.62033 -7.07451
O -0.64659 -0.13357 -6.67226
H -2.80064 -1.34483 -6.80388
H -3.14608 -1.64331 -5.11317
H -1.80886 -2.48596 -5.91858
H -1.95853 0.53116 -5.20088
H -0.26844 -1.69551 -4.22505
H -0.58486 -0.12250 -3.49902
C 2.32822 0.27244 -1.50701
C 3.38985 1.32842 -1.66941
C 3.70658 2.14631 -0.41534
O 5.12361 2.24412 -0.43904
C 5.64940 1.47457 -1.42082
O 6.80772 1.37115 -1.64653
O 4.66741 0.83720 -2.09599
H 1.53152 0.78534 -0.96258
H 2.76246 -0.51279 -0.88173
H 1.91411 -0.23446 -2.37594
H 3.08953 2.00141 -2.48155
H 3.39542 1.73895 0.54751
H 3.19678 3.10702 -0.50383
*
```

=====

Here is a molecular structure, C4H6N4 from the OMol25 dataset. Energies are from ωB97M-V/def2-TZVPD.

As for the HOMO energy: -9.635 eV. The electronic energy comes out at -374.8448 a.u. The largest force on an atom is 6.1 eV/Å. The calculation puts the energy relative to the best compared isomer or geometry (same formula, charge and spin) at 568.64 kJ/mol.

```
! RIJCOSX wB97M-V def2-TZVPD def2/J DEFGRID3
* xyz 0 1
C 1.67841 0.05422 0.09168
C 1.10818 0.17587 1.60072
C 0.41232 -0.73227 0.48154
C -0.89511 -0.27256 -0.26149
H 1.82626 1.14273 -0.29370
H 2.53483 -0.58626 0.06797
H 0.38015 0.92957 1.81550
H 2.18605 -0.41502 2.25398
H 0.74770 -1.97738 0.54095
H -2.44128 1.45692 -2.05814
N -1.83275 -1.11831 -0.63637
N -2.63797 -0.33356 -1.30866
N -2.02504 0.75355 -1.55983
N -1.04176 0.92251 -0.73415
*
```

=====

Here is a gas-phase ion, N3O3 (charge -1) from the OMol25 dataset. Energies are from ωB97M-V/def2-TZVPD.

As for the HOMO energy: -4.337 eV. Its SMILES is O=[N+]([O-])/N=N/[O-]. The electronic energy comes out at -389.8659 a.u. The largest force on an atom is 4.6 eV/Å. The calculation puts the energy relative to the best compared isomer or geometry (same formula, charge and spin) at 264.35 kJ/mol.

```
! RIJCOSX wB97M-V def2-TZVPD def2/J DEFGRID3
* xyz -1 1
N -0.19787 0.48409 -0.22790
N -1.30464 -0.21664 0.28315
N 0.97096 -0.05009 -0.01060
O 1.11158 -1.27352 -0.14405
O -2.39247 0.23409 -0.06369
O 1.89780 0.75524 0.15531
*
```

=====

The highest electronic energy belongs to which entry?
C5H10N2

=====

What is the electronic energy in the fourth record?
-374.8448 a.u.

=====

Please write out number 5 again, unchanged.
Here is a gas-phase ion, N3O3 (charge -1) from the OMol25 dataset. Energies are from ωB97M-V/def2-TZVPD.

As for the HOMO energy: -4.337 eV. Its SMILES is O=[N+]([O-])/N=N/[O-]. The electronic energy comes out at -389.8659 a.u. The largest force on an atom is 4.6 eV/Å. The calculation puts the energy relative to the best compared isomer or geometry (same formula, charge and spin) at 264.35 kJ/mol.

```
! RIJCOSX wB97M-V def2-TZVPD def2/J DEFGRID3
* xyz -1 1
N -0.19787 0.48409 -0.22790
N -1.30464 -0.21664 0.28315
N 0.97096 -0.05009 -0.01060
O 1.11158 -1.27352 -0.14405
O -2.39247 0.23409 -0.06369
O 1.89780 0.75524 0.15531
*
```